No. 1
Entry from OMol25: the molecule C9H8O2 (ωB97M-V/def2-TZVPD).

```
19
C9H8O2, DFT ωB97M-V/def2-TZVPD
C -1.95 0.19 1.72
C -0.73 0.43 2.32
C -2.03 -0.08 0.36
C 0.43 0.41 1.56
C -0.87 -0.12 -0.40
C 0.36 0.14 0.21
C -0.81 -0.41 -1.83
C 0.39 -0.41 -2.37
C 1.56 0.09 -0.68
O 2.18 1.28 -0.90
O 2.48 -0.92 -0.49
H -2.85 0.21 2.31
H -0.68 0.65 3.38
H -2.99 -0.27 -0.10
H 1.39 0.60 2.02
H -1.74 -0.61 -2.36
H 0.79 -0.57 -3.34
H 3.05 1.10 -1.26
H 2.03 -1.71 -0.15
```

## Properties
- ΔE to the lowest compared entry with this formula, charge and spin: 211.4 kJ/mol
- LUMO energy: 0.76 eV
- HOMO level: -8.4 eV
- E_tot: -13555.497 eV

No. 2
Entry from OMol25: a structure of composition C9H8O3 (ωB97M-V/def2-TZVPD).

```
20
C9H8O3, DFT ωB97M-V/def2-TZVPD
C 3.17 1.36 0.27
C 2.04 0.35 -0.07
C 0.69 0.62 0.02
C -0.42 -0.33 -0.22
C -0.26 -1.61 -0.12
C -1.53 -2.39 -0.12
C -2.72 -1.88 -0.38
C -2.82 -0.55 -0.41
C -1.71 0.18 -0.05
H 2.19 2.92 1.43
H 2.56 -0.56 -0.52
H 0.19 1.46 0.62
H 0.70 -2.11 0.37
H -1.52 -3.50 0.24
H -3.62 -2.36 -0.72
H -3.97 1.01 -1.06
H -1.81 1.14 0.04
O 3.20 2.39 1.19
O 4.33 0.95 -0.20
O -4.20 0.09 -0.23
```

## Properties
- ΔE to the lowest compared entry with this formula, charge and spin: 544.6 kJ/mol
- LUMO energy: -0.40 eV
- HOMO level: -9.4 eV
- E_tot: -15599.172 eV

No. 3
Entry from OMol25: the molecule C9H8OS (ωB97M-V/def2-TZVPD).

```
19
C9H8OS, DFT ωB97M-V/def2-TZVPD
O 3.74 1.36 0.05
S 2.74 -0.98 0.85
C 2.70 0.66 0.09
C -2.52 -0.28 0.38
C -2.25 0.97 -0.21
C -1.45 -1.22 0.52
C -1.04 1.19 -0.68
C -0.08 -0.85 0.24
C 0.06 0.36 -0.39
C 1.04 -1.69 0.61
C 1.43 1.11 -0.65
H -3.51 -0.67 0.84
H -3.06 1.70 -0.27
H -1.65 -2.13 1.00
H -0.84 2.09 -1.23
H 0.58 -2.19 1.53
H 1.11 -2.55 -0.14
H 1.30 2.21 -0.76
H 1.70 0.89 -1.78
```

## Properties
- ΔE to the lowest compared entry with this formula, charge and spin: 124.7 kJ/mol
- LUMO energy: 0.63 eV
- HOMO level: -9.3 eV
- E_tot: -22344.321 eV

No. 4
Entry from OMol25: a structure of composition C9H9AsF3O8PtS (ωB97M-V/def2-TZVPD).

```
32
C9H9AsF3O8PtS, DFT ωB97M-V/def2-TZVPD
Pt -0.95 -0.18 0.72
O 5.61 0.32 1.94
C 4.46 0.09 1.63
C 3.98 -0.92 0.63
O 4.68 -1.69 -0.01
C 2.49 -0.83 0.58
C 2.08 0.19 1.51
O 0.84 0.54 1.76
C 3.25 0.83 2.13
O 3.24 1.77 2.91
O 1.74 -1.48 -0.20
F -4.18 0.80 1.22
C -4.51 -0.26 1.97
F -4.76 0.17 3.21
F -5.64 -0.77 1.48
S -3.19 -1.53 1.97
O -3.69 -2.54 2.84
O -2.02 -0.79 2.51
O -3.01 -1.85 0.55
C -1.39 1.68 -2.29
As -0.24 0.40 -1.39
C 1.48 1.22 -1.70
C -0.21 -1.05 -2.66
H -1.04 1.85 -3.30
H -1.38 2.61 -1.73
H -2.41 1.29 -2.30
H 1.54 1.53 -2.74
H 2.27 0.50 -1.49
H 1.59 2.08 -1.05
H 0.06 -0.69 -3.65
H -1.20 -1.51 -2.69
H 0.51 -1.79 -2.32
```

## Properties
- ΔE to the lowest compared entry with this formula, charge and spin: 211.2 kJ/mol
- Net charge: -1
- LUMO energy (alpha / beta): 0.61 / 0.61 eV
- HOMO level (alpha / beta): -4.4 / -4.4 eV
- E_tot: -108932.215 eV

No. 5
Entry from OMol25: a structure of composition C9H9Br2N4O2RhS (ωB97M-V/def2-TZVPD).

```
28
C9H9Br2N4O2RhS, DFT ωB97M-V/def2-TZVPD
Rh 0.26 0.33 -0.76
N 0.12 3.86 1.65
C 0.20 2.76 0.95
S -0.34 2.57 -0.62
N 0.82 1.72 1.69
N 0.92 0.63 1.08
C 1.54 -0.37 1.85
C 1.75 -1.66 1.50
C 2.41 -2.51 2.48
C 2.65 -3.81 2.22
C 2.25 -4.39 0.95
C 1.64 -3.67 -0.01
C 1.35 -2.28 0.19
O 0.79 -1.64 -0.72
H -0.29 4.70 1.27
H 0.48 3.89 2.60
H 1.85 -0.02 2.83
H 2.70 -2.06 3.42
H 3.14 -4.43 2.95
H 2.47 -5.44 0.78
H 1.34 -4.09 -0.96
Br -2.55 -0.60 -0.29
C -2.71 -0.30 -2.17
Br -0.94 -0.09 -2.98
H -3.25 0.62 -2.35
H -3.17 -1.16 -2.65
O 2.77 0.08 -1.51
N 1.95 0.79 -1.67
```

## Properties
- ΔE to the lowest compared entry with this formula, charge and spin: 12.4 kJ/mol
- Net charge: +2
- LUMO energy (alpha / beta): -9.83 / -9.83 eV
- HOMO level (alpha / beta): -15.6 / -15.6 eV
- E_tot: -173443.612 eV

No. 6
Entry from OMol25: a structure of composition C9H9Br9O2 (ωB97M-V/def2-TZVPD).

```
29
C9H9Br9O2, DFT ωB97M-V/def2-TZVPD
C -0.89 0.09 3.83
Br 0.25 1.13 2.60
Br -0.71 0.71 5.70
Br -0.59 -1.91 3.77
H -1.94 0.17 3.54
C -2.05 3.64 -0.39
Br -1.75 4.87 1.14
Br -0.98 1.97 -0.43
Br -1.55 4.57 -2.13
H -3.09 3.36 -0.21
C -4.11 0.01 -0.37
Br -3.19 0.36 -2.14
Br -5.09 1.62 0.33
Br -2.79 -0.52 0.99
H -4.86 -0.77 -0.46
C 1.21 -1.52 -0.39
C 2.41 -1.95 0.11
C 3.53 -1.65 -0.56
C 3.56 -1.28 -1.87
C 2.35 -0.90 -2.43
C 1.15 -0.92 -1.72
O 0.00 -0.62 -2.30
O 4.70 -1.90 0.11
H 0.24 -1.81 -0.01
H 2.51 -2.38 1.09
H 4.53 -1.10 -2.31
H 2.42 -0.52 -3.44
H -0.69 -0.44 -1.66
H 5.42 -2.33 -0.37
```

## Properties
- LUMO energy: -0.94 eV
- HOMO level: -8.0 eV
- E_tot: -643953.570 eV